A molecular structure, C47H27Cl4IN6Y at a distorted geometry. Source: the OMol25 dataset; level of theory: ωB97M-V with the def2-TZVPD basis set.

Summary:
* HOMO: -9.6 eV
* total charge: +1
* LUMO energy: -4.110 eV
* maximum force: 3.62 eV Å⁻¹
* orbital gap: 5.5 eV
* energy above the lowest of the compared OMol25 structures with the same formula, charge and spin: 2.22 kcal/mol

Each line ends with the Löwdin charge.
Geometry (Å):
Y (0.01, -0.42, -0.55)  1.5728
Cl (-6.82, -3.78, 5.45)  0.6646
C (-5.56, -3.09, 4.44)  -0.6429
C (-4.51, -2.36, 4.96)  -0.0936
C (-3.48, -1.87, 4.16)  -0.0252
C (-3.54, -1.94, 2.74)  -0.1682
C (-4.59, -2.75, 2.23)  -0.0430
C (-5.52, -3.34, 3.07)  -0.0988
C (-2.49, -1.20, 1.92)  -0.0350
C (-2.90, -0.40, 0.81)  -0.2304
C (-4.27, -0.21, 0.40)  0.0022
C (-4.29, 0.63, -0.68)  0.0045
C (-2.92, 1.03, -0.93)  -0.2000
C (-2.53, 1.95, -1.93)  -0.0468
C (-3.60, 2.61, -2.80)  -0.1635
C (-3.46, 2.71, -4.20)  -0.0455
C (-4.37, 3.38, -5.01)  -0.0844
C (-5.46, 4.07, -4.45)  -0.6295
Cl (-6.54, 5.13, -5.37)  0.6588
C (-5.64, 3.95, -3.07)  -0.0961
C (-4.76, 3.21, -2.27)  -0.0366
C (-1.16, 2.27, -2.07)  -0.2147
N (-0.02, 1.62, -1.55)  -0.0257
C (1.08, 2.44, -1.88)  -0.2179
C (2.44, 2.33, -1.52)  -0.0310
C (3.48, 3.38, -1.98)  -0.1775
C (4.30, 4.00, -1.04)  -0.0375
C (5.22, 4.99, -1.41)  -0.0902
C (5.40, 5.36, -2.74)  -0.6320
Cl (6.56, 6.61, -3.18)  0.6530
C (4.62, 4.70, -3.71)  -0.0762
C (3.63, 3.78, -3.32)  -0.0443
C (2.85, 1.29, -0.66)  -0.2238
C (4.23, 0.99, -0.38)  -0.0046
C (4.28, 0.03, 0.59)  0.0087
C (2.90, -0.30, 0.94)  -0.2466
N (2.06, 0.44, 0.12)  -0.0131
C (2.53, -1.27, 1.87)  -0.0509
C (1.14, -1.47, 2.18)  -0.2358
C (0.69, -2.64, 2.87)  -0.0122
C (-0.69, -2.62, 2.85)  -0.0031
C (-1.12, -1.43, 2.16)  -0.2372
N (0.02, -0.76, 1.68)  -0.0212
C (3.60, -2.21, 2.49)  -0.1536
C (4.61, -2.82, 1.73)  -0.0594
C (5.60, -3.66, 2.27)  -0.0862
C (5.71, -3.83, 3.65)  -0.6514
Cl (6.97, -4.76, 4.43)  0.6793
C (4.75, -3.21, 4.44)  -0.0968
C (3.70, -2.47, 3.89)  -0.0284
C (0.62, 3.57, -2.63)  0.0031
C (-0.74, 3.46, -2.77)  0.0071
N (-2.08, 0.31, -0.05)  -0.0267
H (-4.43, -2.17, 6.04)  0.1200
H (-2.65, -1.37, 4.66)  0.1276
H (-4.64, -2.93, 1.17)  0.1145
H (-6.26, -4.00, 2.59)  0.1201
H (-5.13, -0.63, 0.89)  0.1076
H (-5.18, 0.98, -1.24)  0.1202
H (-2.62, 2.25, -4.74)  0.1226
H (-4.20, 3.37, -6.08)  0.1086
H (-6.45, 4.50, -2.57)  0.1162
H (-4.92, 3.23, -1.18)  0.1225
H (4.22, 3.75, 0.03)  0.1326
H (5.80, 5.48, -0.63)  0.1099
H (4.83, 4.95, -4.77)  0.1161
H (2.99, 3.37, -4.10)  0.1188
H (5.07, 1.41, -0.93)  0.1224
H (5.18, -0.41, 1.03)  0.1180
H (1.35, -3.40, 3.27)  0.1097
H (-1.36, -3.39, 3.25)  0.1273
H (4.64, -2.72, 0.64)  0.1065
H (6.31, -4.15, 1.60)  0.1147
H (4.81, -3.27, 5.53)  0.1122
H (2.98, -2.07, 4.60)  0.1196
H (1.29, 4.36, -3.02)  0.1206
H (-1.39, 4.20, -3.25)  0.1302
I (-1.81, -6.41, -1.13)  0.9555
C (-0.66, -4.74, -1.02)  -0.7924
C (0.69, -4.68, -0.63)  -0.0918
N (1.11, -3.39, -0.77)  0.0168
N (0.10, -2.57, -1.28)  -0.1283
C (-1.00, -3.42, -1.41)  -0.1366
H (1.32, -5.49, -0.28)  0.1335
H (2.05, -3.04, -0.67)  0.1582
H (-1.97, -3.06, -1.80)  0.1295